Record 1
The following is a quantum chemistry calculation of a 2-piece molecular cluster, C4H6N2O overall, from the Open Molecules 2025 dataset.

Last column: Löwdin charge in e.
Cartesian coordinates (Å):
C (-0.3639, -0.8199, 1.3058)  -0.248
C (1.3095, 2.3264, -2.5262)  -0.442
C (0.6075, -1.5499, 0.7041)  0.009
C (-1.5968, 0.0427, -0.5135)  -0.045
N (-1.1147, 0.1623, 0.6516)  -0.046
N (2.0530, 2.8677, -1.7917)  0.188
O (0.5564, 1.6348, -3.1017)  0.123
H (-0.7311, -0.8656, 2.3218)  0.090
H (0.7282, -1.2842, -0.3088)  0.019
H (1.4936, -2.1267, 1.0999)  0.071
H (-1.4940, -0.7654, -1.1799)  0.063
H (-2.0369, 1.0557, -0.7774)  0.092
H (2.3592, 3.8253, -1.4784)  0.128

Output
strongest force on any atom: 0.079 Eh/bohr
SMILES string: C=CN=C.N=C=O
net charge: 0
lowest unoccupied orbital energy: 0.025 Ha
gap between HOMO and LUMO: 9.72 eV

Record 2
The following is a quantum chemistry calculation of a 2-piece molecular cluster, C5H10O overall, from the Open Molecules 2025 dataset.

Last column: Löwdin charge in e.
Cartesian coordinates (Å):
C (-0.5713, -0.4715, 0.9038)  -0.216
C (-0.6367, -1.5398, 1.6806)  0.011
C (0.5893, 0.4720, 0.7882)  -0.227
C (0.7764, 1.1586, -0.5321)  -0.209
C (0.8596, 2.4652, -0.7217)  0.001
H (-1.4751, -0.1221, 0.4070)  0.108
H (-1.4985, -2.1776, 1.5536)  0.058
H (0.1468, -1.8194, 2.3728)  0.065
H (1.5206, -0.0095, 1.0982)  0.119
H (0.4816, 1.2917, 1.5174)  0.115
H (1.0000, 0.4865, -1.3617)  0.099
H (1.0357, 2.7844, -1.7352)  0.052
H (0.3861, 3.0801, 0.0316)  0.061
H (-0.7720, -1.6062, -1.2704)  -0.013
H (-1.1208, -1.7524, -2.7333)  0.039
O (-0.7216, -2.2399, -1.9987)  -0.064

Output
strongest force on any atom: 0.031 Eh/bohr
SMILES string: C=CCC=C.O
net charge: 0
lowest unoccupied orbital energy: 0.034 Ha
gap between HOMO and LUMO: 10.79 eV

Record 3
The following is a quantum chemistry calculation of a 6-piece molecular cluster, C23H51ClN4O12 overall, from the Open Molecules 2025 dataset.

Last column: Löwdin spin population.
Cartesian coordinates (Å):
C (-2.8381, -23.5358, -32.0272)  0.000
N (-2.7483, -22.0535, -32.4337)  0.000
C (-3.0972, -21.8876, -33.9294)  0.000
C (-3.7755, -21.2393, -31.5979)  0.000
C (-1.2968, -21.5440, -32.1716)  0.000
C (-0.8872, -21.4612, -30.7158)  0.000
O (-0.8640, -22.7251, -30.0038)  0.000
H (-1.9476, -23.9758, -32.4760)  0.000
H (-3.7810, -23.9681, -32.3622)  0.000
H (-2.8869, -23.4210, -30.9443)  0.000
H (-4.0769, -22.3421, -34.0772)  0.000
H (-2.2698, -22.2815, -34.5196)  0.000
H (-3.0991, -20.8181, -34.1397)  0.000
H (-4.7505, -21.7099, -31.7235)  0.000
H (-3.6513, -20.2106, -31.9364)  0.000
H (-3.5419, -21.3599, -30.5400)  0.000
H (-1.3506, -20.4867, -32.4308)  0.000
H (-0.6699, -22.0816, -32.8830)  0.000
H (-1.5553, -20.7816, -30.1868)  0.000
H (0.1427, -21.1057, -30.6833)  0.000
H (-0.2344, -22.6515, -29.2828)  0.000
Cl (-1.6868, -17.6275, -32.2622)  0.000
O (-0.8466, -18.0500, -33.2983)  0.000
O (-1.5089, -18.3678, -31.0700)  0.000
O (-1.5990, -16.2010, -32.1951)  0.000
O (-3.0631, -17.9450, -32.5594)  0.000
C (0.6682, -18.1029, -37.3666)  0.000
C (-0.8363, -18.1263, -37.6588)  0.000
C (-1.5717, -19.2400, -36.9268)  0.000
O (-1.1848, -20.5209, -37.5280)  0.000
C (-1.9846, -21.0247, -38.5624)  0.000
N (-1.5223, -16.8727, -37.3103)  0.001
H (0.8943, -18.7427, -36.5136)  0.000
H (1.0345, -17.0983, -37.1554)  0.000
H (1.2198, -18.4905, -38.2231)  0.000
H (-1.0278, -18.1586, -38.7313)  0.000
H (-2.6496, -19.3132, -37.0710)  0.000
H (-1.4475, -19.1949, -35.8449)  0.000
H (-1.7263, -22.0346, -38.8810)  0.000
H (-1.6328, -20.3870, -39.3735)  0.000
H (-3.0680, -20.9869, -38.4490)  0.000
H (-1.7092, -16.9443, -36.3203)  0.000
H (-0.8749, -16.0997, -37.3696)  0.000
C (-2.1238, -16.4575, -27.0201)  0.000
C (-3.4224, -16.3434, -27.8341)  0.000
C (-3.5094, -15.3395, -29.0073)  0.000
O (-4.7136, -15.4188, -29.6926)  0.000
C (-4.8923, -14.4019, -30.5973)  0.000
N (-3.6549, -17.7215, -28.3742)  0.000
H (-2.2584, -16.9092, -26.0373)  0.000
H (-1.7354, -15.4735, -26.7575)  0.000
H (-1.2816, -17.0014, -27.4478)  0.000
H (-4.3026, -16.1962, -27.2082)  0.000
H (-2.6597, -15.5041, -29.6698)  0.000
H (-3.4430, -14.3444, -28.5676)  0.000
H (-4.0398, -14.1259, -31.2180)  0.000
H (-5.2410, -13.4545, -30.1865)  0.000
H (-5.6511, -14.8273, -31.2542)  0.000
H (-4.5179, -17.6146, -28.8879)  0.000
H (-3.0245, -17.6586, -29.1608)  0.000
C (0.8689, -12.5921, -31.4732)  0.000
C (1.1214, -13.6894, -30.3905)  0.000
C (1.8589, -13.0905, -29.1723)  0.000
O (3.1158, -12.4535, -29.5316)  0.000
C (3.0505, -11.0483, -29.6106)  0.000
N (-0.0692, -14.4429, -29.9176)  0.000
H (0.2833, -13.2102, -32.1537)  0.000
H (1.7575, -12.2911, -32.0282)  0.000
H (0.2903, -11.7162, -31.1797)  0.000
H (1.7928, -14.4741, -30.7393)  0.000
H (2.2664, -13.7807, -28.4335)  0.000
H (1.1679, -12.4483, -28.6264)  0.000
H (2.7987, -10.5817, -28.6582)  0.000
H (2.3311, -10.6429, -30.3221)  0.000
H (4.0257, -10.7108, -29.9616)  0.000
H (-0.5787, -14.6501, -30.7647)  0.000
H (0.1416, -15.3895, -29.6352)  0.000
C (1.4914, -15.0216, -33.8773)  0.011
C (0.7219, -14.6679, -34.9390)  0.110
C (1.2311, -13.9718, -36.2020)  0.119
O (0.6062, -13.8542, -37.2262)  0.202
C (2.6267, -13.6633, -36.0544)  0.037
C (3.3602, -13.8676, -34.9510)  0.113
C (2.8838, -14.5206, -33.6885)  0.135
O (3.5764, -14.7131, -32.6786)  0.201
O (4.7132, -13.6127, -34.9216)  0.030
O (-0.5496, -15.0757, -35.0587)  0.038
H (1.1095, -15.5528, -33.0180)  -0.002
H (3.0828, -13.1421, -36.8830)  0.000
H (5.0658, -14.2438, -34.2899)  0.001
H (-0.7926, -15.6633, -34.3394)  0.001

Output
strongest force on any atom: 0.095 Eh/bohr
net charge: -1
lowest unoccupied orbital energy (spin up / spin down): 0.044 / 0.044 Ha
spin multiplicity: 2
gap between HOMO and LUMO (spin up / spin down): 3.17 / 5.65 eV